The following is a DFT calculation (ωB97M-V with the def2-TZVPD basis set) of a cluster of 2 separate species, C22H46BrN3O5 in total in a non-equilibrium geometry.

Each line ends with the Löwdin charge.
Atoms and positions in Å:
1 C -1.568 0.944 5.528  -0.03
2 C -1.452 2.177 4.685  -0.11
3 C -1.256 2.147 3.024  -0.30
4 C 0.182 1.380 2.775  -0.10
5 N 0.377 0.822 1.387  -0.25
6 C -0.161 -0.585 1.276  -0.16
7 C 1.154 -1.594 1.377  -0.18
8 C 1.078 -2.891 0.378  -0.19
9 C -0.309 -3.764 0.511  -0.22
10 N -0.097 -5.170 1.046  -0.03
11 C -0.529 -5.174 2.500  -0.32
12 C -0.037 -4.075 3.636  -0.04
13 O -1.390 -6.121 2.886  -0.04
14 O -0.057 1.638 0.415  -0.19
15 C 1.024 2.082 -0.478  -0.15
16 C 0.864 1.477 -2.023  -0.20
17 C -0.289 0.314 -2.155  -0.14
18 O -2.404 1.547 2.333  -0.18
19 C -3.695 2.032 2.838  -0.59
20 Br -3.893 4.027 2.895  0.67
21 C -4.833 1.505 1.731  -0.21
22 O -5.856 0.633 2.347  -0.21
23 C -5.602 -0.756 1.927  -0.22
24 C -6.313 -1.191 0.513  -0.20
25 C -5.447 -2.437 -0.183  -0.14
26 H -2.564 0.471 5.919  0.07
27 H -0.562 0.429 5.883  0.07
28 H -1.498 3.209 5.261  0.11
29 H -1.058 3.288 2.732  0.14
30 H 0.356 0.476 3.533  0.13
31 H 1.091 2.123 2.987  0.15
32 H -0.817 -0.835 2.237  0.11
33 H -0.845 -0.790 0.350  0.12
34 H 1.414 -1.889 2.497  0.10
35 H 2.082 -0.940 1.010  0.12
36 H 1.986 -3.609 0.658  0.11
37 H 1.278 -2.565 -0.752  0.11
38 H -1.136 -3.268 1.188  0.12
39 H -0.776 -3.807 -0.583  0.13
40 H 0.896 -5.481 0.931  0.11
41 H -0.576 -3.053 3.396  0.07
42 H -0.344 -4.403 4.742  0.10
43 H 1.123 -3.902 3.612  0.08
44 H 2.105 1.918 -0.048  0.13
45 H 0.896 3.264 -0.588  0.13
46 H 1.887 1.030 -2.382  0.10
47 H 0.505 2.377 -2.716  0.11
48 H 0.086 -0.680 -1.617  0.06
49 H -1.322 0.622 -1.643  0.09
50 H -0.559 0.057 -3.283  0.08
51 H -4.035 1.524 3.863  0.14
52 H -4.254 0.965 0.844  0.14
53 H -5.347 2.462 1.235  0.11
54 H -6.054 -1.463 2.775  0.14
55 H -4.446 -0.946 1.875  0.12
56 H -6.367 -0.344 -0.294  0.11
57 H -7.382 -1.668 0.746  0.12
58 H -5.939 -3.490 0.027  0.08
59 H -5.373 -2.339 -1.354  0.07
60 H -4.352 -2.485 0.239  0.06
61 C 5.233 1.917 -2.927  -0.11
62 O 4.387 1.305 -3.888  -0.21
63 C 4.113 2.115 -5.034  -0.20
64 C 5.233 2.113 -6.100  -0.43
65 C 6.441 2.966 -5.720  -0.08
66 N 5.687 0.747 -6.401  0.03
67 H 5.071 2.997 -2.859  0.09
68 H 6.278 1.701 -3.161  0.07
69 H 5.020 1.473 -1.952  0.08
70 H 3.214 1.682 -5.491  0.12
71 H 3.845 3.135 -4.734  0.12
72 H 4.812 2.543 -7.018  0.13
73 H 7.085 2.483 -4.980  0.06
74 H 7.062 3.159 -6.603  0.08
75 H 6.127 3.934 -5.318  0.08
76 H 4.896 0.209 -6.755  0.07
77 H 5.906 0.295 -5.508  0.07

Summary:
strongest force on any atom: 7.99 eV/A
E_LUMO: -1.13 eV
net charge: 0
total energy: -108293.494 eV
E_HOMO: -7.74 eV